Density functional theory data (ωB97M-V/def2-TZVPD) for C32H34Cl4N7O2OsS2 as an isolated structure.

Structure (XYZ):
```
82
C32H34Cl4N7O2OsS2, DFT ωB97M-V/def2-TZVPD
Os -0.83768 -1.51255 -1.84121
N 0.24567 -1.71063 1.06530
N 1.47543 -2.07207 1.64721
C 2.62405 -1.39637 1.36333
N 3.63812 -1.65026 2.19714
S 2.78380 -0.32538 0.09305
H -0.12588 -0.90268 1.56588
H -0.37770 -2.48966 1.25324
H 1.41562 -2.54831 2.53655
H 3.57647 -2.27672 2.98374
H 4.53444 -1.24076 1.98958
C -4.76285 0.57483 -2.57718
C -3.84159 -0.37034 -1.88710
O -2.61722 -0.38580 -2.18436
N -4.33315 -1.19555 -0.96819
C -3.53497 -2.24026 -0.33856
C -3.20952 -3.34857 -1.31126
C -4.09559 -4.39272 -1.49151
C -3.83558 -5.35792 -2.45349
C -2.68775 -5.23961 -3.21961
C -1.84096 -4.17657 -2.98811
N -2.07695 -3.24356 -2.04607
H -4.20790 1.44476 -2.91685
H -5.58758 0.87992 -1.93547
H -5.17780 0.07256 -3.45464
H -5.32365 -1.15697 -0.77527
H -4.09448 -2.63057 0.50855
H -2.62134 -1.78911 0.06875
H -4.98453 -4.45184 -0.87747
H -4.52091 -6.18135 -2.60468
H -2.44738 -5.95625 -3.99188
H -0.93947 -4.05257 -3.56767
Cl 0.98904 8.91346 3.68362
C 0.96935 7.38023 2.90687
C 2.14735 6.83099 2.42522
C 2.10782 5.58339 1.82928
C 0.92076 4.86473 1.69005
C 0.97314 3.50153 1.02567
C 0.32256 3.60358 -0.35066
N 0.41202 2.36865 -1.13914
C 1.14853 2.18653 -2.29152
C 0.93554 0.91336 -2.69578
N 0.08204 0.30601 -1.79024
C -0.21265 1.22964 -0.86873
O 0.28037 2.47805 1.72832
C 0.98496 1.89297 2.83361
C 1.49583 2.85926 3.85745
C 2.82954 3.15541 4.04808
Cl 4.14460 2.51375 3.16863
S 3.10002 4.30083 5.28834
C 1.41553 4.41964 5.56879
C 0.68891 3.59738 4.75550
C -0.24767 5.46128 2.16045
Cl -1.79890 4.67015 2.04884
C -0.23480 6.70190 2.77234
H 3.07883 7.36938 2.52883
H 3.03197 5.14395 1.47080
H 2.02705 3.21734 0.90921
H 0.79733 4.39236 -0.92999
H -0.73036 3.85148 -0.22938
H 1.74254 2.97469 -2.72040
H 1.35070 0.39410 -3.54057
H -0.84250 1.10319 -0.00488
H 1.81159 1.28893 2.45360
H 0.24580 1.23819 3.30078
H 1.04765 5.08096 6.33785
H -0.38984 3.53194 4.78501
H -1.15246 7.13925 3.13942
Cl 2.23998 -8.10888 -2.53811
C 1.88022 -6.46390 -2.48268
C 1.61340 -5.85026 -1.23985
C 1.33552 -4.51265 -1.19949
C 1.30478 -3.73334 -2.38320
C 1.05065 -2.30113 -2.32848
C 1.58265 -4.37389 -3.61740
C 1.86532 -5.71161 -3.67439
H 1.65319 -6.45009 -0.34085
H 1.16848 -4.02261 -0.24716
H 1.64666 -1.80354 -1.52415
H 1.28814 -1.81840 -3.28259
H 1.59253 -3.78482 -4.52705
H 2.09505 -6.20045 -4.61158
```

<S²>   6.033
Charge   +3
Orbital gap (spin up / spin down)   5.71 / 2.19 eV
2S+1   5

What are the Mulliken partial charges on each atom? They are as follows, in elementary charge units: Os 1.3410; N -0.1229; N -0.5750; C 0.6689; N -0.4308; S -0.3136; H 0.1340; H 0.3258; H 0.2530; H 0.1845; H 0.2456; C -1.3001; C 0.7766; O -0.8510; N 0.0323; C -1.2375; C 1.2871; C -0.9467; C -0.3922; C -0.9304; C -0.1139; N 0.1168; H 0.3755; H 0.4356; H 0.3246; H 0.2814; H 0.6453; H -0.1492; H 0.5036; H 0.4693; H 0.4767; H 0.5960; Cl -0.1735; C 0.3347; C -1.0163; C -0.2807; C 0.0739; C -0.4538; C -1.3560; N 0.3525; C -0.4866; C -0.6027; N 0.0020; C -0.2038; O -0.0951; C -0.1538; C 0.0150; C 0.6586; Cl -0.1793; S -0.1336; C -0.4140; C -1.0638; C 1.2286; Cl -0.2060; C -0.9015; H 0.4601; H 0.4481; H 0.6086; H 0.2646; H 0.4361; H 0.4757; H 0.5754; H 0.6044; H -0.0793; H 0.4347; H 0.4898; H 0.4534; H 0.4640; Cl -0.0239; C 0.4612; C -0.9277; C 0.1328; C -0.0193; C -0.5049; C -0.1109; C -0.7840; H 0.4785; H 0.3617; H -0.2414; H 0.5036; H 0.4817; H 0.5021

---

Density functional theory data (ωB97M-V/def2-TZVPD) for C32H34CoF3NO2S2Sb as an isolated structure.

Structure (XYZ):
```
76
C32H34CoF3NO2S2Sb, DFT ωB97M-V/def2-TZVPD
Co 1.67217 0.56295 0.80103
O 0.97426 2.77472 2.11790
C 0.57583 2.32034 3.36984
C 0.43796 0.82536 3.55643
C 0.10514 0.38241 4.83785
C 0.04978 -0.96898 5.09632
C 0.31538 -1.85973 4.06542
C 0.58634 -1.34017 2.81357
N 0.62661 -0.02683 2.55722
H 1.96351 2.69116 2.09419
H -0.39661 2.75917 3.61084
H 1.28600 2.65614 4.13555
H -0.06983 1.11310 5.61879
H -0.19363 -1.32728 6.08980
H 0.29204 -2.93123 4.20599
H 0.75239 -1.98930 1.96175
C 2.33048 -1.87045 -3.02083
C 1.94821 -0.81532 -2.00458
S 1.47678 -1.41177 -0.40489
C 1.95856 0.49371 -2.30987
C 2.37011 0.96872 -3.68384
S 1.53582 1.77788 -1.17669
H 2.18533 -2.86733 -2.60546
H 3.38091 -1.78714 -3.31925
H 1.73130 -1.79569 -3.93455
H 2.16515 0.22515 -4.45719
H 3.44146 1.19583 -3.71388
H 1.83956 1.88591 -3.94382
C 4.41434 -0.32007 2.69386
C 4.37164 0.99971 1.91773
C 4.97031 0.78988 0.52447
C 5.16523 2.06421 2.67046
O 3.04770 1.43504 1.80688
H 5.43798 -0.67664 2.84465
H 3.86146 -1.08730 2.14273
H 3.94085 -0.18620 3.67217
H 6.01123 0.45354 0.58021
H 4.92270 1.72464 -0.03816
H 4.38995 0.04359 -0.02604
H 6.21147 1.77279 2.80366
H 4.71975 2.22954 3.65573
H 5.13025 3.00514 2.11681
F -7.81102 2.23248 -1.49336
C -6.53226 1.83963 -1.26504
C -5.50233 2.67641 -1.63745
C -4.19876 2.26237 -1.39332
C -3.90651 1.02854 -0.80407
C -4.98984 0.22845 -0.43703
C -6.30601 0.62248 -0.66385
Sb -1.81592 0.50022 -0.38325
C -1.30853 0.26621 -2.44827
C -0.89381 -0.92358 -3.03828
C -0.56756 -0.98575 -4.39029
C -0.62983 0.17076 -5.13152
F -0.30875 0.12494 -6.44949
C -0.97877 1.38508 -4.57951
C -1.30679 1.42076 -3.23220
C -2.36270 -1.51214 0.11977
C -2.80032 -2.48751 -0.77898
C -3.10258 -3.77615 -0.35988
C -2.97819 -4.07823 0.98080
F -3.26091 -5.33676 1.39741
C -2.59435 -3.14308 1.91427
C -2.28890 -1.86079 1.46697
H -5.72274 3.62850 -2.10272
H -3.39630 2.93583 -1.67502
H -4.81881 -0.73345 0.03207
H -7.14403 -0.00264 -0.38296
H -0.76795 -1.81522 -2.43808
H -0.24759 -1.90904 -4.85582
H -0.96902 2.27887 -5.18914
H -1.52862 2.38488 -2.78940
H -2.94356 -2.23876 -1.82218
H -3.43344 -4.53820 -1.05360
H -2.53026 -3.41540 2.95986
H -1.98896 -1.11896 2.20076
```

<S²>   3.762
Charge   -1
Relative energy (zero: lowest compared OMol25 entry of this formula, charge and spin)   74.4 kJ/mol
Orbital gap (spin up / spin down)   5.77 / 5.93 eV
2S+1   4

What are the Mulliken partial charges on each atom? They are as follows, in elementary charge units: Co 1.9548; O -0.5741; C -1.3037; C 0.9007; C -0.6106; C -0.5733; C -0.8424; C -0.8775; N 1.1261; H 0.2969; H 0.4302; H 0.4003; H 0.4678; H 0.4043; H 0.5555; H 0.3486; C -1.6400; C 0.5019; S -0.6395; C 0.6846; C -1.8351; S -0.6161; H 0.3510; H 0.3254; H 0.2703; H 0.3604; H 0.3373; H 0.3640; C -1.4954; C 1.6112; C -1.5247; C -1.9736; O -0.6241; H 0.4389; H 0.2247; H 0.2928; H 0.4303; H 0.3513; H 0.1743; H 0.3986; H 0.4009; H 0.4065; F -0.3478; C 0.4351; C -0.7442; C -0.4009; C 0.1689; C -0.0506; C -0.7591; Sb 0.6583; C 0.1022; C -0.1598; C -1.0318; C 0.5426; F -0.4150; C -0.9537; C -0.5352; C -0.2485; C -0.0037; C -0.8211; C 0.4510; F -0.3644; C -0.7056; C -0.6254; H 0.4238; H 0.2101; H 0.2910; H 0.4307; H 0.5433; H 0.5053; H 0.4193; H 0.2815; H 0.5458; H 0.4346; H 0.4693; H 0.5744

---

Density functional theory data (ωB97M-V/def2-TZVPD) for C32H34FN2O5ReS6 as an isolated structure.

Structure (XYZ):
```
81
C32H34FN2O5ReS6, DFT ωB97M-V/def2-TZVPD
Re -1.27320 1.71597 0.39565
S -0.33293 3.21946 2.10520
S -1.95902 4.05045 3.02050
S -2.79422 2.30951 3.70358
S -3.17419 1.43932 1.86720
C 1.77376 -0.72621 -2.31076
C 0.57941 -1.37723 -1.61725
C 0.75737 -2.89915 -1.58712
C -0.73189 -1.02321 -2.29496
C -0.83376 -1.22620 -3.66481
C -2.01089 -0.96205 -4.33969
C -3.11449 -0.55511 -3.61878
C -3.07767 -0.36915 -2.23488
C -4.43398 -0.04271 -1.60881
C -4.80105 -0.81726 -0.34523
C -4.67632 1.45575 -1.41828
C -1.84623 -0.54190 -1.58291
N -1.68486 -0.23665 -0.18005
C -1.79161 -1.33170 0.67053
C -2.33139 -2.55994 0.25587
C -2.50039 -3.62951 1.11978
C -2.14291 -3.52399 2.45503
C -1.57152 -2.33707 2.89188
C -1.37741 -1.29963 2.00766
F -0.73054 -0.20610 2.47025
H 2.68924 -0.94072 -1.75316
H 1.64392 0.34970 -2.35817
H 1.90821 -1.10119 -3.32841
H 0.56147 -0.99507 -0.59801
H 0.80193 -3.29583 -2.60593
H -0.06561 -3.39102 -1.06762
H 1.68657 -3.16520 -1.07881
H 0.02701 -1.58836 -4.21457
H -2.07210 -1.08901 -5.41356
H -4.05291 -0.38256 -4.13340
H -5.14520 -0.37770 -2.37003
H -4.16512 -0.56276 0.50102
H -4.75329 -1.89674 -0.49857
H -5.82823 -0.56535 -0.06715
H -4.20800 1.81832 -0.50423
H -5.75074 1.64173 -1.32983
H -4.28092 2.04137 -2.24857
H -2.63592 -2.65789 -0.77707
H -2.93733 -4.54613 0.74275
H -2.30159 -4.34234 3.14483
H -1.27024 -2.19774 3.92265
O -1.82792 2.89755 -3.26944
S -1.00956 3.21832 -2.13105
O 0.01168 4.21199 -2.33371
O -0.40368 1.94393 -1.51954
S -2.19348 3.68119 -0.49325
C 5.08151 0.41877 0.22037
O 4.28300 0.41302 1.38998
C 3.49398 -0.65646 1.61856
C 3.66446 -1.87954 0.98023
C 2.88816 -2.97346 1.32955
C 1.92305 -2.85816 2.31481
C 1.73582 -1.63518 2.93432
C 2.48637 -0.52342 2.58725
N 2.28744 0.65589 3.34787
C 2.47399 1.94067 3.05134
C 2.65923 2.53351 1.80913
C 3.38561 3.75758 1.77581
C 3.63729 4.39208 0.60273
C 3.09708 3.84512 -0.59184
C 2.32688 2.72405 -0.59348
C 2.01610 2.01992 0.61979
O 1.14121 1.09198 0.68623
H 5.52192 1.41104 0.17075
H 4.46751 0.25311 -0.66826
H 5.87180 -0.33530 0.27210
H 4.42189 -1.98328 0.21632
H 3.04056 -3.91556 0.81904
H 1.29706 -3.69786 2.58432
H 0.97595 -1.52322 3.69440
H 1.90884 0.48182 4.26631
H 2.48442 2.58149 3.92824
H 3.76552 4.15620 2.71072
H 4.20343 5.31331 0.57822
H 3.25397 4.36446 -1.52996
H 1.85766 2.39330 -1.50160
```

<S²>   3.786
Charge   -1
Relative energy (zero: lowest compared OMol25 entry of this formula, charge and spin)   27.4 kJ/mol
Orbital gap (spin up / spin down)   6.13 / 6.50 eV
2S+1   4

What are the Mulliken partial charges on each atom? They are as follows, in elementary charge units: Re 0.5885; S -0.2197; S -0.0485; S -0.1212; S -0.3805; C -1.6103; C 2.7930; C -1.7698; C -0.1510; C -0.3010; C -1.5470; C -0.9711; C 1.4535; C 0.4427; C -1.4784; C -1.1248; C -0.8310; N 1.4472; C 0.6456; C -0.9693; C -0.9411; C -0.7361; C -0.4865; C -0.4401; F -0.1153; H 0.2162; H 0.3214; H 0.4575; H -1.1885; H 0.3732; H 0.2748; H 0.4435; H 0.3929; H 0.3581; H 0.3778; H 0.4881; H 0.1221; H 0.2868; H 0.5181; H 0.0293; H 0.4664; H 0.2138; H 0.7803; H 0.4469; H 0.3857; H 0.5248; O -0.6732; S 1.2625; O -0.6740; O -0.4919; S -0.3165; C -1.0637; O -0.4439; C 1.1788; C -0.4701; C -0.7303; C -0.5162; C -0.6749; C 0.2744; N 0.1944; C -1.1362; C 1.4277; C -0.9212; C -0.9496; C -0.7885; C -0.7367; C 0.8306; O 0.4061; H 0.2999; H 0.3638; H 0.3822; H 0.2771; H 0.3745; H 0.3566; H 0.3097; H 0.3701; H 0.3652; H 0.3983; H 0.3872; H 0.4398; H 0.2708

---

Among the records above, which one has the highest 2S+1? C32H34Cl4N7O2OsS2